a.
This record from the Open Molecules 2025 dataset describes a cluster of 2 separate species, C2H3ClO2 in total. The level of theory is ωB97M-V/def2-TZVPD.

Properties
SMILES   C=C=O.OCl
Total charge   0

```
8
C2H3ClO2 ωB97M-V/def2-TZVPD
Cl 1.10799 -0.56020 2.67299
O 0.35249 0.68053 1.69375
O 0.90663 -1.66407 -1.66624
C 0.07362 -0.88750 -1.42087
C -0.76671 0.06824 -1.18103
H -1.71316 -0.02762 -1.69414
H 0.44045 1.50431 2.18875
H -0.40130 0.88632 -0.59320
```

---

b.
This record from the Open Molecules 2025 dataset describes a cluster of 2 separate species, C2H3ClO2 in total. The level of theory is ωB97M-V/def2-TZVPD.

Properties
SMILES   O=CCl.C=O
Total charge   0

```
8
C2H3ClO2 ωB97M-V/def2-TZVPD
Cl -1.81508 -0.91874 -0.60659
O -0.37544 -1.29855 1.49126
O 1.04129 0.35134 -0.33843
C -0.48004 -1.51177 0.33455
C 0.62143 1.46537 -0.23663
H 0.18488 -2.12250 -0.28280
H -0.32793 1.78813 -0.69068
H 1.15089 2.24672 0.32931
```

---

If you had to bet on the most stable structure above, which would it be? Bet on b.